Entry 1:
{
  "formula": "C43H74KNO16S5Sn",
  "method": "ωB97M-V with the def2-TZVPD basis set",
  "elements": ["Sn", "K", "C", "C", "C", "C", "C", "C", "N", "O", "C", "C", "C", "H", "H", "H", "H", "H", "H", "H", "H", "H", "H", "H", "H", "H", "H", "H", "H", "H", "H", "C", "C", "C", "O", "C", "C", "C", "O", "O", "O", "H", "H", "C", "S", "O", "C", "H", "H", "H", "H", "H", "H", "C", "S", "O", "C", "H", "H", "H", "H", "H", "H", "C", "S", "O", "C", "H", "H", "H", "H", "H", "H", "C", "S", "O", "C", "H", "H", "H", "H", "H", "H", "C", "S", "O", "C", "H", "H", "H", "H", "H", "H", "C", "C", "C", "C", "C", "C", "H", "H", "H", "H", "H", "H", "O", "C", "O", "C", "C", "C", "H", "H", "H", "H", "H", "H", "O", "C", "O", "C", "C", "C", "H", "H", "H", "H", "H", "H", "O", "C", "O", "C", "C", "C", "H", "H", "H", "H", "H", "H"],
  "positions_angstrom": [[-4.18644, 1.28311, -2.24926], [-0.73487, 3.95886, -2.57367], [2.68560, 4.70744, -4.55844], [2.11824, 4.48633, -5.96283], [3.27277, 3.83600, -6.76755], [3.55154, 2.39534, -6.35778], [2.27606, 1.61232, -6.60333], [1.05140, 2.15098, -5.85916], [0.94393, 3.61908, -6.00127], [-0.12255, 4.18988, -5.49211], [1.08731, 1.67327, -4.40039], [-0.16955, 1.53298, -6.54105], [1.91491, 5.82052, -6.67402], [1.96696, 5.11721, -3.84159], [3.59675, 5.30394, -4.61377], [2.95758, 3.77790, -4.05840], [4.18491, 4.41218, -6.60829], [3.02295, 3.76782, -7.82908], [3.93291, 2.32723, -5.33523], [4.32342, 1.92497, -6.97311], [2.39297, 0.53201, -6.47534], [2.03970, 1.61353, -7.67610], [1.45350, 0.64388, -4.40748], [0.14473, 1.59434, -3.85464], [1.75015, 2.24944, -3.75342], [-1.09082, 1.82059, -6.04128], [-0.02524, 0.46372, -6.71519], [-0.26031, 1.86289, -7.58255], [1.15972, 6.43281, -6.18672], [1.62030, 5.70008, -7.72195], [2.88830, 6.29095, -6.82592], [-2.14656, 0.12817, 1.49469], [-0.81397, -0.31660, 1.83818], [0.28557, -0.04635, 0.82944], [1.40726, -0.51973, 1.07393], [0.00142, 0.57104, -0.39060], [-1.27119, 1.00738, -0.69414], [-2.43383, 0.73698, 0.26459], [-3.61008, 1.07667, -0.18148], [-1.53652, 1.57954, -1.78033], [-0.62564, -0.85845, 2.91532], [-2.97699, -0.01036, 2.17777], [0.76353, 0.65825, -1.15247], [3.34777, -1.04387, 4.07233], [2.90241, 0.21932, 5.27734], [4.02263, 0.38462, 6.24261], [3.07014, 1.60196, 4.13493], [4.39537, -0.94014, 3.79125], [2.68202, -0.98360, 3.20478], [3.20241, -2.02410, 4.52601], [4.01101, 1.53927, 3.58542], [3.05868, 2.53850, 4.68408], [2.23104, 1.48444, 3.44430], [4.27716, 4.05155, -1.41946], [2.87952, 3.87658, -0.29252], [1.66619, 3.65571, -1.13939], [3.33169, 2.28395, 0.37782], [5.18914, 3.81860, -0.87948], [4.18605, 5.00848, -1.92632], [4.13030, 3.31873, -2.21873], [3.41241, 1.48307, -0.35702], [2.76328, 1.94877, 1.23860], [4.36600, 2.45356, 0.70234], [-6.34279, -3.08841, -0.29571], [-5.52858, -1.48363, -0.30597], [-6.09416, -0.52807, -1.30387], [-5.97060, -0.84528, 1.30138], [-7.41671, -2.92474, -0.18438], [-6.00179, -3.55490, 0.63069], [-6.08380, -3.70923, -1.14566], [-7.03925, -0.61712, 1.29386], [-5.42115, 0.07574, 1.48367], [-5.73023, -1.54147, 2.10453], [1.15927, -4.10179, 2.26993], [0.97933, -5.84868, 1.84652], [2.20445, -6.27604, 1.12267], [1.05123, -6.60654, 3.47096], [0.33206, -3.78837, 2.91072], [1.11256, -3.52332, 1.34916], [2.09070, -3.89918, 2.79946], [1.13183, -7.68676, 3.43342], [0.12210, -6.39022, 4.01061], [1.82020, -6.08960, 4.04660], [1.87963, -1.97006, -3.15489], [1.25862, -3.50522, -2.47403], [1.06933, -4.32133, -3.71440], [2.73900, -4.21340, -1.74640], [2.65518, -2.13837, -3.90336], [2.25881, -1.24950, -2.42544], [1.03442, -1.51603, -3.67292], [3.58939, -4.42575, -2.38609], [2.54597, -5.05748, -1.08035], [3.02763, -3.45568, -1.00093], [-6.96556, 3.65195, 2.47950], [-5.88183, 2.86287, 2.10937], [-4.68925, 3.01499, 2.80741], [-4.61906, 3.84940, 3.91311], [-5.70943, 4.61717, 4.29202], [-6.88254, 4.53241, 3.54456], [-7.86743, 3.64470, 1.87651], [-5.97254, 2.23255, 1.23403], [-3.91197, 2.27145, 2.65951], [-3.71666, 3.89201, 4.51006], [-5.71744, 5.30729, 5.12488], [-7.71622, 5.19127, 3.75163], [-3.86009, -5.88308, -0.45040], [-3.40086, -4.97293, 0.16673], [-2.67562, -4.00148, -0.43530], [-2.19665, -3.03822, 0.52139], [-2.72598, -3.43035, 1.89065], [-3.31877, -4.82713, 1.69630], [-2.48989, -2.07380, 0.11629], [-1.10530, -3.09166, 0.48142], [-3.38755, -2.61878, 2.20512], [-1.92448, -3.39382, 2.62883], [-4.29316, -4.81728, 2.17959], [-2.72553, -5.71422, 1.91450], [-2.74315, 0.69220, 7.27990], [-3.22946, -0.14978, 6.59660], [-4.57902, -0.30793, 6.52539], [-4.91444, -1.49479, 5.80941], [-3.58973, -2.24846, 5.62166], [-2.52297, -1.16336, 5.71269], [-5.30231, -1.23811, 4.81777], [-5.65365, -2.10888, 6.31780], [-3.61443, -2.79840, 4.67709], [-3.49284, -3.04612, 6.36226], [-2.30684, -0.76197, 4.72294], [-1.63236, -1.50681, 6.22870], [5.71754, -2.89249, -1.36312], [5.81559, -2.04493, -0.53317], [6.79457, -2.10486, 0.41284], [6.51981, -1.21104, 1.49656], [5.63867, -0.12261, 0.88065], [4.87513, -0.90951, -0.18390], [7.49287, -0.86769, 1.84517], [6.07040, -1.74314, 2.33939], [6.39363, 0.49430, 0.38379], [5.02355, 0.43934, 1.57326], [4.72970, -0.31326, -1.08569], [3.91587, -1.30022, 0.16168]],
  "e_homo_ev": -5.2,
  "max_force_ev_per_a": 2.9,
  "molar_mass_g_mol": 1179.20,
  "multiplicity": 1,
  "lumo_energy_ev": -2.934
}

Entry 2:
{
  "formula": "C14H13N5O4",
  "method": "ωB97M-V with the def2-TZVPD basis set",
  "elements": ["C", "C", "O", "C", "O", "C", "C", "N", "N", "C", "N", "C", "C", "C", "O", "N", "C", "C", "N", "O", "C", "C", "C", "H", "H", "H", "H", "H", "H", "H", "H", "H", "H", "H", "H", "H"],
  "positions_angstrom": [[5.65012, 1.35941, -2.08647], [4.86388, 2.50753, -1.44359], [3.68467, 1.93410, -0.84931], [3.03524, 2.70763, 0.00166], [3.49026, 3.73912, 0.47801], [1.75679, 2.26423, 0.45552], [1.00365, 2.95999, 1.43968], [-0.16687, 2.41883, 1.65920], [-0.20654, 1.34769, 0.82922], [0.96171, 1.22426, 0.06344], [1.11094, 0.19299, -0.88713], [0.20901, -0.76601, -0.93016], [-0.88606, -0.79404, 0.02954], [-1.78789, -1.94010, 0.11158], [-1.86417, -2.72103, -0.81735], [-2.79914, -2.00510, 1.09485], [-3.70953, -3.15089, 1.18256], [-4.78505, -3.03724, 0.12015], [-4.52488, -3.42912, -1.14897], [-5.87213, -2.55032, 0.29461], [-2.97464, -0.90232, 1.94182], [-2.12731, 0.19306, 1.85956], [-1.04996, 0.26382, 0.90814], [4.97975, 0.77626, -2.74617], [6.50309, 1.72332, -2.65495], [6.05508, 0.63340, -1.36983], [4.58425, 3.26379, -2.19532], [5.53398, 2.95269, -0.71328], [1.33073, 3.84966, 1.95706], [0.33352, -1.54974, -1.68428], [-4.19504, -3.23264, 2.14687], [-3.18882, -4.11323, 1.08792], [-3.54616, -3.37637, -1.41904], [-5.24192, -3.08370, -1.76134], [-3.85853, -0.77588, 2.61159], [-2.30200, 1.11596, 2.43418]],
  "e_homo_ev": -9.0,
  "smiles": "CCOC(=O)c1cnn2c1ncc1c(=O)n(CC(N)=O)ccc12",
  "max_force_ev_per_a": 2.4,
  "molar_mass_g_mol": 315.29,
  "multiplicity": 1,
  "lumo_energy_ev": -0.649
}